[1]
The following is a quantum chemistry calculation of a structure of composition C24H30F4LuN4O3S, from the Open Molecules 2025 dataset.

Its HOMO energy is -2.77 eV. Its net charge is -1. Its gap between HOMO and LUMO is 5.54 eV.

Geometry as XYZ:
```
67
C24H30F4LuN4O3S (ωB97M-V/def2-TZVPD)
Lu 1.00 0.77 -0.11
C -3.13 -2.44 1.05
C -3.06 -1.91 -0.38
N -1.71 -1.59 -0.87
C -1.88 -0.97 -2.19
C -0.59 -0.52 -2.86
C -0.89 -2.80 -0.95
C 0.37 -2.81 -0.09
N 1.32 -1.75 -0.39
C 2.59 -1.96 -0.04
C 3.54 -0.96 -0.38
F 3.03 0.08 -1.12
C 4.86 -0.95 -0.04
F 5.63 0.09 -0.41
C 5.42 -2.00 0.67
C 4.55 -3.03 0.99
F 5.04 -4.08 1.68
C 3.21 -3.04 0.66
F 2.50 -4.12 1.09
H -4.02 -3.06 1.16
H -3.21 -1.63 1.78
H -2.26 -3.05 1.30
H -3.67 -1.00 -0.46
H -3.52 -2.66 -1.05
H -2.53 -0.10 -2.07
H -2.40 -1.67 -2.86
H -0.06 0.21 -2.25
H -0.82 -0.05 -3.81
H 0.09 -1.36 -3.04
H -0.59 -2.98 -1.98
H -1.49 -3.66 -0.64
H 0.82 -3.79 -0.28
H 0.09 -2.79 0.97
H 6.45 -2.01 0.97
C 2.95 3.92 -1.79
C 2.22 2.74 -1.20
O 2.38 2.47 0.02
O 1.46 2.05 -1.93
H 2.37 4.82 -1.56
H 3.02 3.81 -2.87
H 3.94 4.02 -1.34
C 1.20 1.72 3.57
O 1.46 0.94 2.42
C 0.56 -0.13 2.07
C 0.55 -1.21 3.15
H 1.15 1.11 4.47
H 0.28 2.29 3.44
H 2.03 2.42 3.65
H 1.14 -0.91 4.03
H 1.01 -2.14 2.79
H -0.46 -1.45 3.49
N -0.85 0.45 1.99
C -0.85 1.87 1.27
N -0.97 1.62 -0.14
C -2.01 2.24 -0.74
C -2.17 2.44 -2.12
C -3.33 3.05 -2.60
C -4.34 3.47 -1.75
C -4.17 3.32 -0.37
C -3.02 2.74 0.12
S -2.54 2.56 1.80
H -1.40 -0.21 1.43
H -1.31 0.58 2.89
H -1.38 2.15 -2.79
H -3.44 3.20 -3.67
H -5.23 3.94 -2.14
H -4.93 3.67 0.32
```

Atomic partial charges in e from the Löwdin method, atoms 1 to 8: 1.760 -0.081 -0.263 -0.165 -0.259 -0.087 -0.196 -0.224

---

[2]
The following is a quantum chemistry calculation of a structure of composition C24H30IIrN9Se, from the Open Molecules 2025 dataset.

Its spin multiplicity is 2. Its HOMO energy (spin up / spin down) is -12.61 / -12.61 eV. Its expectation value of S² is 0.91. Its net charge is +2. Its gap between HOMO and LUMO (spin up / spin down) is 4.40 / 4.41 eV.

Geometry as XYZ:
```
66
C24H30IIrN9Se (ωB97M-V/def2-TZVPD)
Ir -0.47 0.69 -0.14
C 3.86 1.56 3.53
C 3.41 1.44 2.07
C 3.30 0.01 1.60
C 4.48 -0.73 1.51
C 4.50 -2.02 1.04
C 3.32 -2.62 0.63
C 2.12 -1.93 0.70
C 0.84 -2.64 0.32
C 0.19 -3.29 1.54
C 2.11 -0.62 1.20
N 0.85 0.07 1.33
C 0.60 0.64 2.48
C -0.43 1.57 2.60
C -0.90 2.31 3.68
C -1.92 3.12 3.19
C -2.03 2.85 1.82
N -1.14 1.90 1.46
H 4.03 2.61 3.78
H 4.79 1.02 3.70
H 3.11 1.17 4.22
H 4.16 1.94 1.44
H 2.48 1.99 1.94
H 5.42 -0.25 1.80
H 5.44 -2.57 0.99
H 3.33 -3.64 0.27
H 1.07 -3.41 -0.42
H 0.16 -1.92 -0.14
H 0.86 -4.01 2.01
H -0.72 -3.84 1.27
H -0.06 -2.54 2.30
H 1.21 0.38 3.34
H -0.53 2.25 4.70
H -2.52 3.84 3.73
H -2.72 3.31 1.14
N -2.14 2.97 -3.35
C -3.09 3.16 -2.41
C -2.77 2.36 -1.33
N -1.63 1.69 -1.54
C -1.24 1.93 -2.91
H -1.97 3.58 -4.14
H -3.89 3.87 -2.52
H -3.33 2.26 -0.42
H -0.20 2.27 -2.98
Se -1.70 1.15 -5.65
N -2.19 -0.47 -5.99
C -2.13 -1.21 -4.91
C -2.49 -2.59 -4.88
C -2.34 -3.24 -3.70
C -1.82 -2.52 -2.58
N -1.52 -1.25 -2.54
C -1.68 -0.57 -3.69
N -1.39 0.73 -3.88
H -2.86 -3.06 -5.78
H -2.60 -4.28 -3.60
H -1.63 -3.08 -1.67
N -1.99 -0.65 2.41
N -1.94 -0.69 1.00
H -2.30 -1.54 2.79
H -2.58 0.10 2.73
H -2.86 -0.61 0.57
H -1.56 -1.60 0.75
I 1.93 2.32 -1.17
C 1.06 0.38 -1.49
H 1.82 -0.35 -1.21
H 0.83 0.28 -2.55
```

Atomic partial charges in e from the Löwdin method, atoms 1 to 8: 1.227 -0.072 -0.242 -0.171 -0.021 -0.043 -0.026 -0.199

---

[3]
The following is a quantum chemistry calculation of a structure of composition C24H30N2O6Rb, from the Open Molecules 2025 dataset.

Its HOMO energy is -3.75 eV. Its net charge is -1. Its gap between HOMO and LUMO is 5.63 eV.

Geometry as XYZ:
```
63
C24H30N2O6Rb (ωB97M-V/def2-TZVPD)
Rb -0.27 -0.33 -0.89
O -0.77 0.04 -3.35
C 0.07 0.92 -3.66
C -0.32 2.19 -4.19
C 0.59 3.17 -4.52
C 1.96 2.97 -4.35
C 2.39 1.77 -3.83
C 1.49 0.75 -3.49
C 1.97 -0.48 -2.93
N 3.02 -0.56 -2.23
C 3.33 -1.83 -1.62
C 2.32 -2.21 -0.53
N 2.47 -1.37 0.62
C 2.00 -1.74 1.74
C 1.23 -2.93 2.09
C 1.61 -3.62 3.24
C 0.99 -4.79 3.64
C -0.09 -5.26 2.89
C -0.53 -4.57 1.79
C 0.09 -3.36 1.33
O -0.41 -2.71 0.37
H -1.38 2.37 -4.33
H 0.24 4.11 -4.93
H 2.67 3.73 -4.63
H 3.44 1.56 -3.70
H 1.33 -1.36 -3.15
H 4.32 -1.76 -1.17
H 3.33 -2.65 -2.37
H 2.44 -3.27 -0.25
H 1.30 -2.10 -0.94
H 2.30 -1.11 2.58
H 2.46 -3.25 3.81
H 1.34 -5.33 4.51
H -0.59 -6.17 3.18
H -1.38 -4.93 1.23
C -3.29 1.72 -0.83
C -3.37 1.07 0.56
O -2.72 -0.17 0.46
C -2.57 -0.89 1.65
C -1.76 -0.15 2.72
O -0.68 0.47 2.08
C -0.17 1.61 2.70
C 0.75 2.31 1.69
O 0.17 2.48 0.43
C -0.81 3.47 0.31
C -1.47 3.26 -1.06
O -1.98 1.98 -1.25
H -3.91 2.64 -0.85
H -3.69 0.99 -1.54
H -4.43 0.93 0.85
H -2.90 1.72 1.31
H -2.03 -1.79 1.34
H -3.55 -1.17 2.07
H -1.42 -0.86 3.48
H -2.40 0.61 3.21
H 0.41 1.36 3.61
H -0.99 2.28 3.02
H 1.61 1.67 1.52
H 1.08 3.28 2.11
H -0.36 4.48 0.37
H -1.57 3.40 1.10
H -0.70 3.37 -1.83
H -2.24 4.03 -1.21
```

Atomic partial charges in e from the Löwdin method, atoms 1 to 8: 1.171 -0.250 -0.497 -0.059 -0.139 -0.142 -0.065 -0.188

---

[4]
The following is a quantum chemistry calculation of the molecule C24H30N2O6S, from the Open Molecules 2025 dataset.

Its HOMO energy is -8.21 eV. As for the SMILES: CCOC(=O)C1CCN(C(=O)COc2ccc(N(C)S(=O)(=O)c3ccc(C)cc3)cc2)CC1. Its gap between HOMO and LUMO is 8.81 eV.

Geometry as XYZ:
```
63
C24H30N2O6S (ωB97M-V/def2-TZVPD)
C 4.78 4.54 -1.62
C 3.86 3.91 -0.59
H 4.04 4.32 0.41
H 2.81 4.07 -0.84
O 4.12 2.50 -0.56
C 3.39 1.79 0.29
O 2.56 2.26 1.03
C 3.73 0.31 0.20
C 2.99 -0.50 1.26
H 1.91 -0.38 1.13
H 3.24 -0.15 2.26
C 3.36 -1.98 1.13
N 3.06 -2.45 -0.20
C 2.25 -3.47 -0.54
O 2.11 -3.84 -1.69
C 1.52 -4.21 0.60
O 0.80 -3.37 1.48
C -0.34 -2.77 1.02
C -0.82 -2.84 -0.28
C -2.01 -2.21 -0.62
C -2.72 -1.47 0.32
C -2.23 -1.39 1.62
C -1.06 -2.04 1.97
H -0.67 -1.98 2.97
H -2.75 -0.83 2.38
N -3.92 -0.84 -0.08
S -3.74 0.36 -1.25
O -5.05 0.89 -1.50
O -3.00 -0.17 -2.36
C -2.74 1.56 -0.38
C -3.35 2.61 0.27
C -2.57 3.46 1.04
C -1.20 3.25 1.17
C -0.62 2.17 0.51
C -1.39 1.33 -0.27
H -0.95 0.50 -0.80
H 0.44 2.01 0.61
C -0.36 4.16 2.01
H -0.41 5.18 1.62
H -0.73 4.18 3.04
H 0.67 3.83 2.02
H -3.03 4.30 1.55
H -4.41 2.76 0.16
C -4.89 -0.50 0.94
H -5.78 -0.17 0.41
H -4.55 0.32 1.59
H -5.11 -1.38 1.54
H -2.38 -2.26 -1.63
H -0.29 -3.39 -1.05
H 2.25 -4.73 1.22
H 0.87 -4.95 0.13
C 3.75 -1.72 -1.25
C 3.38 -0.24 -1.19
H 2.31 -0.12 -1.37
H 3.92 0.31 -1.96
H 4.83 -1.84 -1.12
H 3.45 -2.15 -2.20
H 4.43 -2.10 1.31
H 2.81 -2.56 1.87
H 4.81 0.22 0.35
H 5.82 4.36 -1.36
H 4.59 4.11 -2.60
H 4.60 5.61 -1.66
```

Atomic partial charges in e from the Löwdin method, atoms 1 to 8: -0.062 -0.216 0.128 0.130 0.006 -0.462 0.097 -0.220

---

[5]
The following is a quantum chemistry calculation of a cluster of 6 separate species, C24H30N6 in total, from the Open Molecules 2025 dataset.

Its HOMO energy is -7.84 eV. As for the SMILES: c1cc[nH]c1.c1cc[nH]c1.c1cc[nH]c1.c1cc[nH]c1.c1cc[nH]c1.c1cc[nH]c1. Its gap between HOMO and LUMO is 8.47 eV.

Geometry as XYZ:
```
60
C24H30N6 (ωB97M-V/def2-TZVPD)
N -2.12 -0.22 0.37
C -2.67 0.42 1.46
C -3.38 -0.48 2.21
C -3.32 -1.72 1.50
C -2.62 -1.49 0.35
H -1.73 0.28 -0.42
H -2.50 1.47 1.61
H -3.84 -0.26 3.16
H -3.88 -2.59 1.80
H -2.38 -2.15 -0.46
N -2.86 4.84 -1.99
C -3.39 4.41 -0.80
C -4.18 3.31 -1.05
C -4.07 3.05 -2.43
C -3.21 3.97 -2.99
H -2.22 5.60 -2.09
H -3.12 4.90 0.12
H -4.74 2.77 -0.29
H -4.58 2.25 -2.94
H -2.86 4.15 -4.00
N -1.20 2.15 -1.51
C -0.81 1.07 -2.26
C 0.47 0.72 -1.92
C 0.79 1.49 -0.77
C -0.28 2.28 -0.48
H -2.06 2.68 -1.58
H -1.42 0.70 -3.07
H 1.05 -0.03 -2.43
H 1.66 1.33 -0.16
H -0.54 2.85 0.40
N 1.36 -3.81 -1.14
C 1.34 -4.95 -1.90
C 0.54 -4.71 -3.00
C 0.10 -3.37 -2.89
C 0.52 -2.87 -1.68
H 1.84 -3.75 -0.27
H 1.89 -5.82 -1.62
H 0.33 -5.33 -3.85
H -0.47 -2.83 -3.64
H 0.40 -1.97 -1.09
N -0.37 -0.91 3.08
C 0.54 0.09 2.80
C 1.58 -0.06 3.66
C 1.38 -1.18 4.47
C 0.12 -1.64 4.13
H -1.32 -0.96 2.72
H 0.28 0.89 2.13
H 2.39 0.65 3.71
H 1.99 -1.50 5.30
H -0.41 -2.50 4.51
N 5.43 -0.61 1.53
C 5.99 -0.95 0.34
C 5.37 -0.24 -0.65
C 4.58 0.76 -0.01
C 4.54 0.43 1.33
H 5.67 -1.09 2.38
H 6.74 -1.72 0.25
H 5.57 -0.25 -1.71
H 4.04 1.58 -0.45
H 4.09 0.85 2.21
```

Atomic partial charges in e from the Löwdin method, atoms 1 to 8: 0.054 -0.172 -0.121 -0.111 -0.131 0.089 0.107 0.098

---

[6]
The following is a quantum chemistry calculation of a cluster of 3 separate species, C24H31BF7N4O6 in total, from the Open Molecules 2025 dataset.

Its HOMO energy is -12.24 eV. Its net charge is +1. Its gap between HOMO and LUMO is 8.83 eV.

Geometry as XYZ:
```
73
C24H31BF7N4O6 (ωB97M-V/def2-TZVPD)
C 2.37 -5.45 1.90
C 2.79 -4.38 0.88
C 2.24 -2.98 1.28
C 1.04 -2.51 0.44
N -0.03 -2.08 1.33
C -1.23 -1.57 0.68
C -2.39 -2.61 0.85
F -2.28 -3.23 2.05
F -2.29 -3.56 -0.12
C -3.78 -1.95 0.83
F -3.95 -1.35 -0.38
F -3.80 -0.99 1.78
C -4.99 -2.92 1.08
F -5.22 -2.99 2.40
F -4.73 -4.15 0.63
F -6.07 -2.44 0.47
C -1.11 -1.14 -0.79
N 0.26 -1.14 -1.41
C 1.43 -1.33 -0.47
B 2.76 -1.58 -1.36
O 2.88 -2.75 -2.06
O 3.66 -0.56 -1.49
C 4.79 -0.57 -0.59
C 4.59 0.29 0.64
H 2.70 -6.44 1.60
H 1.28 -5.43 1.99
H 2.78 -5.19 2.88
H 2.39 -4.69 -0.09
H 3.88 -4.32 0.81
H 1.87 -3.07 2.30
H 3.03 -2.23 1.31
H 0.69 -3.32 -0.20
H 0.33 -1.38 1.97
H -1.53 -0.70 1.25
H -1.49 -0.13 -0.90
H -1.74 -1.74 -1.44
H 0.36 -0.26 -1.92
H 0.30 -1.88 -2.11
H 1.54 -0.41 0.11
H 3.06 -3.54 -1.52
H 5.06 -1.60 -0.32
H 5.63 -0.17 -1.16
H 5.47 0.20 1.27
H 4.48 1.34 0.38
H 3.73 -0.01 1.25
C 2.33 4.72 -3.58
C 2.24 3.80 -2.54
C 1.15 2.95 -2.46
C 0.17 3.03 -3.43
C 0.24 3.95 -4.47
C 1.33 4.80 -4.54
N -0.98 2.13 -3.38
O -1.04 1.32 -2.45
O -1.83 2.22 -4.23
H 3.18 5.38 -3.64
H 3.02 3.75 -1.79
H 1.07 2.24 -1.65
H -0.55 4.00 -5.21
H 1.40 5.52 -5.34
C -4.62 4.53 2.16
C -3.39 5.16 2.14
C -2.22 4.42 2.28
C -2.33 3.05 2.42
C -3.55 2.40 2.45
C -4.70 3.15 2.32
N -1.09 2.26 2.53
O -0.04 2.85 2.53
O -1.19 1.04 2.60
H -5.53 5.11 2.05
H -3.33 6.24 2.03
H -1.26 4.91 2.26
H -3.60 1.33 2.58
H -5.67 2.66 2.34
```

Atomic partial charges in e from the Löwdin method, atoms 1 to 8: -0.088 -0.239 -0.122 -0.276 0.058 -0.177 -0.394 0.148

---

Values for max |F|, eV Å⁻¹, ordered as above
1.50, 2.53, 0.93, 1.20, 1.80, 0.88